Record 1
{"formula": "C5H10N2", "method": "ωB97M-V/def2-TZVPD", "species": ["C", "C", "N", "C", "C", "C", "N", "H", "H", "H", "H", "H", "H", "H", "H", "H", "H"], "coordinates": [[-2.076, -0.139, 0.117], [-1.094, -0.213, -1.029], [-0.177, 0.872, -1.390], [0.379, -0.403, -0.950], [1.246, -0.498, 0.287], [2.069, 0.911, 1.229], [0.845, 0.225, 1.500], [-2.953, 0.438, -0.195], [-1.684, 0.322, 1.026], [-2.417, -1.145, 0.386], [-1.548, -0.649, -1.919], [-0.101, 1.566, -0.646], [0.832, -0.968, -1.766], [1.560, -1.515, 0.526], [2.853, 0.260, 1.670], [2.181, 0.083, -0.105], [0.084, 0.852, 1.259]], "forces_ev_per_angstrom": [[0.021, 0.027, 0.052], [-0.157, -0.141, 0.028], [-0.011, 0.226, 0.024], [0.147, -0.137, -0.020], [-0.154, -0.247, -0.156], [0.027, -0.138, 0.205], [-0.017, 0.252, -0.026], [0.120, -0.086, 0.040], [-0.045, -0.075, -0.144], [0.046, 0.125, -0.050], [0.080, 0.031, 0.128], [-0.035, -0.075, -0.066], [-0.062, 0.076, 0.113], [-0.032, 0.172, -0.043], [-0.100, 0.048, -0.104], [0.087, -0.013, 0.002], [0.084, -0.045, 0.018]], "mulliken_charge": [-1.27, 0.15, -0.64, -0.38, -0.01, -0.52, -0.47, 0.33, 0.35, 0.28, 0.37, 0.31, 0.38, 0.41, 0.21, 0.24, 0.28], "de_lowest_kcal_mol": 122.50, "homo_ev": -8.54, "orbital_gap_ev": 9.5}

=====

Record 2
{"formula": "C3H8OS2", "method": "ωB97M-V/def2-TZVPD", "species": ["C", "C", "C", "O", "S", "S", "H", "H", "H", "H", "H", "H", "H", "H"], "coordinates": [[1.460, 0.272, 0.253], [-1.207, -1.567, 0.576], [0.177, -0.079, -0.481], [-0.822, -1.518, 1.873], [0.176, 2.802, -1.520], [-0.916, 1.299, -0.602], [1.958, -0.707, 0.448], [2.014, 0.942, -0.260], [1.084, 0.829, 1.055], [-0.957, -2.473, -0.005], [-2.020, -1.014, 0.429], [0.372, -0.628, -1.331], [-1.040, -0.672, 2.372], [-0.280, 2.514, -2.809]], "forces_ev_per_angstrom": [[-2.620, -3.811, 0.618], [5.341, 1.335, -0.222], [-1.141, -0.427, 2.182], [0.245, 0.074, 1.406], [-0.615, -0.380, -1.248], [-0.350, -0.183, -0.062], [0.110, 1.119, 0.397], [2.129, 1.804, -2.123], [0.139, 0.345, 2.188], [-0.327, 0.573, 0.832], [-3.585, 1.605, -1.317], [-0.022, -0.944, -2.203], [0.131, -1.498, -1.515], [0.564, 0.388, 1.069]], "mulliken_charge": [-1.29, -0.45, -0.30, -0.48, -0.28, -0.06, 0.30, 0.48, 0.37, 0.30, 0.44, 0.47, 0.36, 0.15], "de_lowest_kcal_mol": 73.53, "homo_ev": -8.24, "orbital_gap_ev": 8.7}

=====

Record 3
{"formula": "C20H34B3F5O10", "method": "ωB97M-V/def2-TZVPD", "species": ["C", "C", "C", "C", "C", "C", "C", "B", "O", "B", "C", "C", "C", "O", "C", "O", "B", "C", "C", "C", "F", "F", "F", "O", "H", "H", "H", "H", "H", "H", "H", "H", "H", "H", "H", "H", "H", "H", "H", "H", "H", "H", "H", "H", "H", "H", "H", "H", "H", "H", "H", "H", "O", "C", "O", "C", "C", "F", "O", "H", "H", "H", "O", "C", "O", "C", "C", "F", "O", "H", "H", "H"], "coordinates": [[-2.148, 1.790, 3.342], [-3.662, 2.014, 3.220], [-4.394, 0.945, 2.392], [-4.709, 1.355, 0.941], [-4.543, 0.270, -0.136], [-3.286, -0.589, -0.020], [-1.989, 0.238, 0.010], [-0.826, -0.295, 0.886], [0.273, 0.497, 1.207], [1.495, -0.080, 0.913], [2.685, 0.731, 0.319], [2.622, 2.259, 0.482], [3.793, 2.781, 1.298], [3.747, 4.173, 1.523], [2.995, 4.539, 2.657], [1.596, -1.449, 1.123], [0.501, -2.087, 1.675], [0.668, -3.274, 2.680], [1.991, -4.046, 2.579], [3.039, -3.548, 3.533], [3.327, -2.243, 3.373], [2.650, -3.700, 4.818], [4.194, -4.229, 3.389], [-0.749, -1.613, 1.327], [-1.899, 0.731, 3.232], [-1.778, 2.092, 4.323], [-1.577, 2.341, 2.595], [-4.091, 2.054, 4.222], [-3.851, 2.992, 2.769], [-3.811, 0.021, 2.409], [-5.338, 0.714, 2.891], [-5.753, 1.680, 0.906], [-4.129, 2.241, 0.669], [-5.426, -0.376, -0.142], [-4.521, 0.761, -1.111], [-3.257, -1.258, -0.881], [-3.351, -1.240, 0.855], [-2.171, 1.286, 0.264], [-1.557, 0.273, -1.001], [2.700, 0.471, -0.744], [3.627, 0.342, 0.724], [2.621, 2.758, -0.489], [1.693, 2.543, 0.981], [4.738, 2.585, 0.783], [3.833, 2.245, 2.259], [3.359, 4.024, 3.553], [1.929, 4.314, 2.531], [3.112, 5.612, 2.793], [0.570, -2.855, 3.689], [-0.175, -3.959, 2.577], [1.848, -5.095, 2.843], [2.413, -4.012, 1.575], [-4.010, -0.148, -3.176], [-3.817, -0.892, -4.074], [-4.060, -0.628, -5.379], [-3.541, -1.699, -6.167], [-3.493, -2.838, -5.164], [-2.441, -3.664, -5.369], [-3.322, -2.156, -3.941], [-2.530, -1.454, -6.496], [-4.187, -1.879, -7.021], [-4.401, -3.441, -5.111], [2.065, 0.235, -3.041], [3.208, 0.161, -3.339], [3.922, -0.986, -3.414], [5.216, -0.686, -3.938], [5.351, 0.794, -3.627], [6.036, 1.463, -4.581], [4.005, 1.226, -3.627], [5.216, -0.837, -5.019], [5.963, -1.315, -3.466], [5.794, 1.021, -2.656]], "forces_ev_per_angstrom": [[0.016, 0.016, -0.009], [0.058, -0.059, -0.012], [-0.175, 0.031, 0.009], [-0.099, -0.040, 0.004], [0.052, 0.142, 0.021], [0.000, 0.012, -0.002], [-0.101, -0.040, 0.031], [0.062, -0.266, 0.437], [0.070, 0.275, -0.811], [-0.068, -0.164, 0.262], [0.239, 0.183, 0.103], [-0.133, 0.046, 0.010], [0.056, -0.149, 0.119], [0.106, 0.100, 0.029], [-0.102, -0.052, -0.054], [0.104, -0.019, 0.150], [-0.095, 0.117, -0.206], [0.060, -0.115, -0.081], [-0.130, -0.105, 0.053], [0.055, 0.077, 0.007], [0.003, -0.046, 0.014], [0.044, -0.003, -0.029], [-0.016, 0.034, 0.025], [0.008, 0.064, 0.053], [-0.027, 0.007, 0.029], [0.020, 0.102, -0.027], [-0.003, -0.062, -0.058], [-0.018, -0.043, 0.003], [-0.022, 0.049, 0.111], [-0.003, 0.036, 0.038], [0.020, -0.112, -0.023], [0.045, 0.147, -0.065], [0.137, -0.084, 0.035], [0.048, -0.077, 0.040], [-0.111, -0.006, 0.089], [-0.021, -0.043, 0.020], [0.038, 0.044, 0.020], [-0.002, -0.030, 0.009], [-0.043, 0.110, -0.007], [-0.033, -0.060, 0.055], [-0.027, -0.069, -0.020], [-0.003, 0.012, 0.006], [-0.011, 0.023, -0.053], [-0.042, -0.020, -0.051], [0.031, 0.037, -0.023], [-0.001, 0.012, -0.004], [0.015, 0.001, 0.028], [-0.005, 0.005, -0.012], [-0.068, -0.008, -0.015], [-0.010, 0.006, -0.011], [0.013, -0.016, -0.043], [0.045, 0.044, 0.023], [0.061, -0.028, -0.197], [0.106, 0.010, -0.023], [-0.013, 0.060, 0.009], [0.063, -0.047, -0.007], [-0.074, 0.076, 0.002], [0.094, 0.045, -0.007], [-0.170, -0.052, 0.088], [0.002, -0.048, -0.032], [-0.071, 0.030, 0.041], [0.052, -0.077, -0.041], [0.002, -0.029, -0.122], [-0.015, -0.006, -0.035], [-0.042, -0.035, -0.018], [0.028, 0.042, -0.047], [-0.065, -0.068, 0.069], [-0.031, -0.009, -0.101], [0.003, 0.057, 0.178], [0.059, 0.009, -0.002], [-0.046, -0.007, 0.077], [0.084, 0.036, -0.049]], "mulliken_charge": [-0.65, -0.77, -0.38, -1.07, -0.86, -0.69, -0.44, -0.07, 0.39, 0.19, 0.20, -0.05, -0.57, -0.38, -0.64, -0.70, 0.33, -0.85, -0.56, 0.71, -0.18, -0.29, -0.29, -0.34, 0.02, 0.48, 0.14, 0.33, 0.38, 0.20, 0.47, 0.51, 0.45, 0.44, 0.24, 0.29, 0.44, 0.31, 0.47, -0.58, 0.37, 0.25, -0.07, 0.25, 0.39, 0.29, 0.23, 0.26, 0.42, 0.40, 0.38, 0.26, -0.41, 0.59, -0.35, -0.44, 0.29, -0.28, -0.25, 0.28, 0.26, 0.27, -0.53, 0.77, -0.32, -0.44, 0.32, -0.29, -0.31, 0.29, 0.27, 0.26], "homo_ev": -9.52, "orbital_gap_ev": 10.0, "smiles": "CCCCCCCB1OB(CCCOC)OB(CCC(F)(F)F)O1.O=C1OC[C@@H](F)O1.O=C1OC[C@@H](F)O1"}

=====

Record 4
{"formula": "C4H8Cl2", "method": "ωB97M-V/def2-TZVPD", "species": ["C", "C", "C", "C", "Cl", "H", "H", "H", "H", "H", "H", "H", "Cl", "H"], "coordinates": [[-2.562, 0.271, -1.029], [-1.511, -0.633, -0.388], [-0.698, -0.348, 0.679], [0.181, -1.335, 1.294], [-0.765, 1.238, 1.336], [-2.786, 1.215, -0.518], [-3.504, -0.388, -0.938], [-2.329, 0.589, -2.082], [-1.262, -1.570, -0.797], [-0.166, -1.494, 2.295], [1.247, -0.996, 1.385], [0.229, -2.285, 0.742], [2.717, -0.147, -1.461], [2.923, -1.357, -1.292]], "forces_ev_per_angstrom": [[-0.774, -1.263, -0.025], [1.447, 2.467, 1.847], [-2.281, -0.103, -3.090], [2.044, -0.187, 0.220], [0.218, 0.373, 0.659], [0.358, -0.437, 0.325], [1.052, 1.276, -0.780], [-0.291, -0.837, 0.816], [-0.381, -1.169, -0.745], [-0.089, -0.432, 0.721], [-0.900, 0.005, -0.098], [-0.387, 0.310, 0.140], [-0.259, 1.371, -0.171], [0.244, -1.376, 0.180]], "mulliken_charge": [-0.96, -0.30, 0.62, -1.12, -0.23, 0.31, 0.24, 0.26, 0.28, 0.33, 0.27, 0.31, -0.23, 0.22], "de_lowest_kcal_mol": 26.02, "homo_ev": -8.81, "orbital_gap_ev": 9.6, "smiles": "C/C=C(/C)Cl.Cl"}

=====

Please write out number 2 again, unchanged.
{"formula": "C3H8OS2", "method": "ωB97M-V/def2-TZVPD", "species": ["C", "C", "C", "O", "S", "S", "H", "H", "H", "H", "H", "H", "H", "H"], "coordinates": [[1.460, 0.272, 0.253], [-1.207, -1.567, 0.576], [0.177, -0.079, -0.481], [-0.822, -1.518, 1.873], [0.176, 2.802, -1.520], [-0.916, 1.299, -0.602], [1.958, -0.707, 0.448], [2.014, 0.942, -0.260], [1.084, 0.829, 1.055], [-0.957, -2.473, -0.005], [-2.020, -1.014, 0.429], [0.372, -0.628, -1.331], [-1.040, -0.672, 2.372], [-0.280, 2.514, -2.809]], "forces_ev_per_angstrom": [[-2.620, -3.811, 0.618], [5.341, 1.335, -0.222], [-1.141, -0.427, 2.182], [0.245, 0.074, 1.406], [-0.615, -0.380, -1.248], [-0.350, -0.183, -0.062], [0.110, 1.119, 0.397], [2.129, 1.804, -2.123], [0.139, 0.345, 2.188], [-0.327, 0.573, 0.832], [-3.585, 1.605, -1.317], [-0.022, -0.944, -2.203], [0.131, -1.498, -1.515], [0.564, 0.388, 1.069]], "mulliken_charge": [-1.29, -0.45, -0.30, -0.48, -0.28, -0.06, 0.30, 0.48, 0.37, 0.30, 0.44, 0.47, 0.36, 0.15], "de_lowest_kcal_mol": 73.53, "homo_ev": -8.24, "orbital_gap_ev": 8.7}

=====

Which formula does entry 2 have?
C3H8OS2

=====

Copy entry 2 word for word.
{"formula": "C3H8OS2", "method": "ωB97M-V/def2-TZVPD", "species": ["C", "C", "C", "O", "S", "S", "H", "H", "H", "H", "H", "H", "H", "H"], "coordinates": [[1.460, 0.272, 0.253], [-1.207, -1.567, 0.576], [0.177, -0.079, -0.481], [-0.822, -1.518, 1.873], [0.176, 2.802, -1.520], [-0.916, 1.299, -0.602], [1.958, -0.707, 0.448], [2.014, 0.942, -0.260], [1.084, 0.829, 1.055], [-0.957, -2.473, -0.005], [-2.020, -1.014, 0.429], [0.372, -0.628, -1.331], [-1.040, -0.672, 2.372], [-0.280, 2.514, -2.809]], "forces_ev_per_angstrom": [[-2.620, -3.811, 0.618], [5.341, 1.335, -0.222], [-1.141, -0.427, 2.182], [0.245, 0.074, 1.406], [-0.615, -0.380, -1.248], [-0.350, -0.183, -0.062], [0.110, 1.119, 0.397], [2.129, 1.804, -2.123], [0.139, 0.345, 2.188], [-0.327, 0.573, 0.832], [-3.585, 1.605, -1.317], [-0.022, -0.944, -2.203], [0.131, -1.498, -1.515], [0.564, 0.388, 1.069]], "mulliken_charge": [-1.29, -0.45, -0.30, -0.48, -0.28, -0.06, 0.30, 0.48, 0.37, 0.30, 0.44, 0.47, 0.36, 0.15], "de_lowest_kcal_mol": 73.53, "homo_ev": -8.24, "orbital_gap_ev": 8.7}